# 1
Below is one molecule with the formula C4H5N3, with properties calculated with ωB97M-V/def2-TZVPD.

ORCA input file:
```
! wB97M-V def2-TZVPD RIJCOSX def2/J DEFGRID3
* xyz 0 3
N 0.63 -0.04 0.31
N -1.53 1.52 -1.78
N 1.33 0.92 -0.07
C 0.76 1.90 -0.90
C -0.35 1.60 -1.59
C 0.23 -1.13 0.59
C -0.10 -2.12 1.64
H 1.31 2.90 -1.01
H -0.48 -3.05 1.08
H -0.76 -1.61 2.36
H -1.95 1.29 -2.75
H 0.92 -2.17 2.10
*
```

The calculation puts the HOMO energy (spin up / spin down) at -4.58 / -9.33 eV. The energy above the lowest of the compared OMol25 structures with the same formula, charge and spin is 69.6 kcal per mole. As for the expectation value of S²: 2.018.

---

# 2
Below is C50H47GeIrN3O3SSbSe2 as an isolated structure, with properties calculated with ωB97M-V/def2-TZVPD.

ORCA input file:
```
! wB97M-V def2-TZVPD RIJCOSX def2/J DEFGRID3
* xyz 1 2
Ir 0.02 0.26 1.09
Sb -1.61 -1.17 -1.44
Se -3.00 2.12 2.48
Se -1.18 2.88 3.66
Ge 1.86 1.96 1.08
S 2.44 -1.45 -1.46
O 0.10 -2.19 1.31
O 2.01 -0.62 -2.57
O 1.73 -3.41 0.36
N -0.25 0.20 3.47
N 1.33 -1.26 -0.30
N -1.36 1.91 0.17
C 6.14 3.70 1.90
C 0.19 -0.96 4.00
C -1.55 -3.35 -1.42
C -0.42 1.23 4.30
C 6.88 1.83 3.21
C 4.35 -0.88 2.98
C -1.02 -6.08 -1.68
C -5.49 0.84 -1.13
C -0.41 -3.81 -2.08
C -4.29 0.28 -1.53
C -0.92 2.30 -1.03
C 4.71 1.75 2.08
C -5.13 -0.06 1.07
C 3.19 3.51 -3.25
C -0.65 0.53 -4.45
C -2.16 -5.64 -1.04
C -3.90 -2.24 -4.98
C -1.47 3.35 -1.73
C -5.92 0.65 0.18
C 7.09 3.10 2.75
C -3.02 3.63 0.06
C 3.25 1.85 -1.51
C 1.96 3.85 -1.21
C 5.50 -0.22 3.31
C -3.79 -3.93 -0.29
C 3.48 1.08 1.83
C -2.28 -1.19 -3.53
C -0.13 1.16 5.66
C 1.69 3.67 2.10
C 3.34 -0.22 2.27
C 0.35 -0.03 6.18
C -2.55 4.02 -1.19
C 1.02 -2.31 0.49
C -2.39 2.58 0.71
C 3.64 2.28 -2.77
C -3.36 -2.05 -3.72
C 4.99 3.04 1.57
C -3.04 -1.30 1.68
C -3.35 -1.57 -6.06
C -3.91 -0.61 0.68
C 2.40 2.62 -0.72
C 0.50 -1.11 5.33
C -0.14 -5.16 -2.22
C 5.70 1.11 2.87
C 2.37 4.30 -2.46
C -2.46 -4.28 -0.92
C -1.75 -0.48 -4.60
C -2.30 -0.69 -5.87
C 1.39 -4.52 1.20
C -3.51 -0.46 -0.65
H 6.34 4.69 1.50
H 1.32 4.47 -0.60
H 2.04 5.26 -2.82
H -2.12 -0.72 1.82
H 0.27 -1.78 3.31
H -4.74 -2.90 -5.11
H -6.86 1.08 0.50
H -0.30 2.02 6.29
H 0.56 -0.11 7.24
H -4.57 -4.56 -0.73
H -3.02 4.85 -1.70
H -1.88 -0.16 -6.71
H 4.28 1.66 -3.38
H 0.84 -2.07 5.70
H 2.19 -5.24 1.09
H -0.82 -7.14 -1.76
H -5.46 -0.19 2.09
H -1.03 3.65 -2.67
H -0.08 1.75 -1.43
H -3.85 4.12 0.54
H 0.21 0.10 -3.94
H 4.21 -1.91 3.30
H 1.32 -4.19 2.24
H -3.79 -2.58 -2.88
H 0.75 -5.48 -2.75
H -3.54 -1.38 2.65
H 6.27 -0.70 3.89
H 3.49 3.85 -4.23
H -3.96 0.42 -2.56
H -0.99 1.39 -3.87
H 0.78 4.21 1.85
H 0.29 -3.09 -2.51
H 4.29 3.49 0.87
H -0.32 0.89 -5.42
H -3.75 -1.72 -7.05
H 7.61 1.34 3.84
H -3.78 -4.13 0.78
H -6.09 1.40 -1.83
H -4.06 -2.89 -0.46
H 2.55 4.31 1.88
H -2.75 -2.29 1.35
H 1.68 3.48 3.18
H 2.41 -0.75 2.06
H 3.62 0.91 -1.12
H 7.98 3.63 3.02
H -2.87 -6.36 -0.65
H 0.44 -4.96 0.89
*
```

The calculation puts the HOMO energy (spin up / spin down) at -9.89 / -9.92 eV. As for the expectation value of S²: 0.794.

---

# 3
Below is C33H41AsBrILaN4O3 as an isolated structure, with properties calculated with ωB97M-V/def2-TZVPD.

ORCA input file:
```
! wB97M-V def2-TZVPD RIJCOSX def2/J DEFGRID3
* xyz 3 1
La -18.74 7.56 1.79
I -16.07 9.64 3.04
Br -14.26 12.56 1.84
As -20.98 5.34 -0.21
O -19.16 9.78 0.86
O -17.19 6.28 0.55
O -20.63 6.44 1.08
N -17.99 11.37 -1.88
N -17.66 5.69 3.33
N -15.88 7.42 -1.64
N -19.31 8.98 3.56
C -16.58 4.94 3.12
C -11.72 11.00 4.57
C -18.77 12.10 -1.08
C -14.69 4.02 1.94
C -19.43 11.33 2.73
C -19.03 13.41 0.80
C -19.50 12.69 3.09
C -15.77 4.89 1.91
C -21.18 6.11 -2.01
C -18.16 5.78 4.72
C -19.50 6.65 4.68
C -17.33 10.07 -1.65
C -13.54 11.42 3.13
C -19.43 10.29 3.77
C -16.15 5.54 0.70
C -14.03 3.57 0.78
C -13.56 9.53 4.58
C -15.92 8.25 -2.83
C -12.37 9.93 5.17
C -13.01 2.47 0.78
C -18.92 12.10 0.35
C -19.32 13.75 2.08
C -19.45 4.17 -0.38
C -14.39 4.22 -0.44
C -19.50 15.18 2.55
C -19.32 8.20 4.83
C -12.27 11.69 3.52
C -19.14 11.01 1.28
C -15.23 5.37 -0.42
C -22.68 4.40 0.00
C -16.17 9.77 -2.62
C -15.09 6.31 -1.46
C -14.21 10.26 3.61
H -13.47 1.53 1.02
H -11.95 9.43 6.02
H -18.66 4.43 0.31
H -19.27 12.96 -1.56
H -10.74 11.30 4.97
H -22.48 3.31 -0.15
H -14.99 8.16 -3.37
H -18.40 8.38 5.37
H -17.45 6.36 5.29
H -18.78 14.23 0.09
H -12.25 2.75 1.53
H -19.32 15.87 1.70
H -16.46 10.09 -3.61
H -20.35 6.76 -2.19
H -14.03 8.59 4.92
H -22.14 6.74 -2.10
H -20.49 15.32 2.99
H -19.55 10.61 4.86
H -23.46 4.72 -0.74
H -16.98 10.11 -0.63
H -16.74 7.54 -1.09
H -11.81 12.51 3.02
H -19.98 6.36 5.63
H -18.40 4.81 5.22
H -20.24 6.45 3.83
H -18.76 15.45 3.31
H -19.87 13.05 4.05
H -20.15 8.59 5.41
H -19.79 3.10 -0.23
H -14.39 3.51 2.86
H -23.04 4.65 1.02
H -14.21 6.32 -2.14
H -19.14 4.10 -1.44
H -15.22 10.22 -2.27
H -16.66 7.86 -3.54
H -18.10 9.30 -1.83
H -14.09 3.82 -1.42
H -12.44 2.49 -0.20
H -21.18 5.27 -2.71
H -17.93 11.72 -2.82
H -16.10 4.32 3.91
*
```

The calculation puts the HOMO energy at -15.11 eV. The energy above the lowest of the compared OMol25 structures with the same formula, charge and spin is 0.0 kcal per mole.

---

# 4
Below is one molecule with the formula C5H13N3O, with properties calculated with ωB97M-V/def2-TZVPD.

ORCA input file:
```
! wB97M-V def2-TZVPD RIJCOSX def2/J DEFGRID3
* xyz 0 1
O 0.97 2.17 1.38
N -0.31 1.55 -0.89
N -1.53 -0.10 0.53
N 0.54 0.84 1.31
C -0.31 0.58 0.18
C -2.35 -0.67 -0.52
C 0.87 -0.32 0.27
C 1.93 -0.24 -0.80
C 0.88 -1.61 1.04
H -0.65 2.47 -0.66
H 1.96 -1.18 -1.36
H 1.76 0.55 -1.53
H 1.34 2.54 0.56
H 0.20 -1.52 1.88
H -1.72 -1.30 -1.14
H -0.88 1.29 -1.69
H 0.56 -2.44 0.41
H -3.14 -1.26 -0.07
H -2.07 0.46 1.19
H 1.88 -1.82 1.42
H -2.83 0.09 -1.16
H 2.91 -0.09 -0.34
*
```

The calculation puts the HOMO energy at -8.62 eV. Its structure (SMILES) is CN[C@@]1(N)N(O)C1(C)C. The energy above the lowest of the compared OMol25 structures with the same formula, charge and spin is 94.0 kcal per mole.

---

# 5
Below is C14H30NO5S2 as an isolated structure, with properties calculated with ωB97M-V/def2-TZVPD.

ORCA input file:
```
! wB97M-V def2-TZVPD RIJCOSX def2/J DEFGRID3
* xyz -1 1
S -5.27 1.22 -1.15
S -2.76 0.50 -0.39
O -6.22 0.61 0.01
O -5.13 0.20 -2.15
O -3.08 -0.87 -0.04
O -5.91 2.45 -1.57
O -1.95 0.66 -1.58
N -3.98 1.53 -0.29
C 3.67 -0.10 -1.94
C 0.57 2.00 0.45
C -0.30 0.79 0.79
C 2.77 -1.07 2.87
C 4.52 -1.30 -1.48
C 3.73 -2.34 -0.64
C 3.99 1.23 -1.25
C 2.73 2.06 -0.95
C -7.76 -1.23 -0.04
C 2.06 1.60 0.34
C -1.78 1.13 0.98
C 2.64 -2.04 1.70
C 3.94 -2.20 0.88
C -7.50 0.20 -0.46
H 3.02 3.11 -0.88
H -7.78 -1.32 1.05
H 5.35 -0.93 -0.88
H 4.45 -3.10 1.25
H 1.78 -0.70 3.16
H 0.08 0.35 1.72
H 2.13 0.51 0.39
H -0.17 0.06 0.00
H -7.58 0.30 -1.54
H 4.68 1.81 -1.86
H 0.23 2.43 -0.49
H 3.19 -1.54 3.76
H 3.36 -0.19 2.60
H 4.59 -1.36 1.11
H 0.46 2.74 1.24
H -8.73 -1.56 -0.41
H -8.26 0.86 -0.03
H 4.04 -3.34 -0.94
H 2.61 -0.33 -1.80
H 1.83 -1.71 1.05
H -1.97 2.20 1.10
H 3.81 0.01 -3.02
H -7.00 -1.89 -0.45
H 4.51 1.01 -0.31
H 4.92 -1.80 -2.36
H 2.61 2.00 1.19
H -2.18 0.63 1.85
H 2.04 1.94 -1.78
H 2.67 -2.24 -0.88
H 2.33 -3.01 2.10
*
```

The calculation puts the HOMO energy at -5.66 eV.

---

# 6
Below is a 2-piece molecular cluster, C9H14 overall, with properties calculated with ωB97M-V/def2-TZVPD.

ORCA input file:
```
! wB97M-V def2-TZVPD RIJCOSX def2/J DEFGRID3
* xyz 0 1
C 2.57 1.68 1.04
C -1.30 -1.65 0.62
C 1.26 1.99 0.34
C -2.50 -0.96 0.70
C -0.77 -0.39 -1.37
C -0.43 -1.35 -0.41
C 0.93 -2.00 -0.52
C -2.82 0.01 -0.22
C -1.97 0.29 -1.29
H 1.75 -1.26 -0.54
H 3.33 1.35 0.34
H 0.56 1.16 0.41
H -2.31 1.03 -2.00
H 0.79 2.89 0.75
H 1.41 2.19 -0.72
H -0.08 -0.15 -2.17
H 1.17 -2.61 0.34
H 2.50 0.91 1.82
H 2.94 2.53 1.62
H -3.23 -1.20 1.48
H -3.76 0.55 -0.10
H -1.02 -2.42 1.33
H 0.98 -2.59 -1.44
*
```

The calculation puts the HOMO energy at -9.05 eV. Its structure (SMILES) is Cc1ccccc1.CC. The energy above the lowest of the compared OMol25 structures with the same formula, charge and spin is 5.0 kcal per mole.

---

# 7
Below is a 3-piece molecular cluster, C23H44N4Si overall, with properties calculated with ωB97M-V/def2-TZVPD.

ORCA input file:
```
! wB97M-V def2-TZVPD RIJCOSX def2/J DEFGRID3
* xyz 0 1
Si 1.46 -0.88 0.52
N -1.50 2.20 6.08
N -3.14 -0.25 -5.75
N 4.70 -2.87 -3.14
N 2.34 -1.56 -2.28
C -1.44 3.66 8.08
C -1.12 -0.32 5.85
C 1.35 -0.72 2.40
C 3.10 -1.69 -0.01
C 4.47 -2.60 -1.83
C 1.06 2.25 5.93
C -3.15 1.19 -5.61
C -1.94 0.94 5.52
C -1.00 -0.37 -7.14
C 5.24 -2.69 0.46
C -1.56 2.25 7.53
C 0.08 -2.06 -0.03
C -3.74 1.90 -6.81
C 4.06 -2.05 0.90
C 1.22 0.82 -0.22
C -0.31 2.79 5.49
C -2.89 -0.96 -4.50
C -1.53 -0.77 -3.83
C 3.76 -2.48 -3.95
C 2.59 -1.82 -3.53
C -2.47 -0.77 -6.92
C 5.44 -2.95 -0.87
C 3.30 -1.95 -1.39
H 2.29 -0.90 2.92
H 1.14 2.20 7.02
H -2.14 1.60 -5.41
H 1.86 -1.52 -4.26
H 1.26 1.26 5.52
H -0.40 2.70 4.40
H -2.55 -1.86 -6.91
H 3.89 -2.67 -5.01
H -3.75 1.44 -4.73
H -3.06 -2.03 -4.67
H -4.73 1.50 -7.05
H 1.22 0.80 -1.30
H 0.50 -3.02 -0.29
H -1.56 -1.19 -2.82
H -0.81 1.61 8.01
H -1.64 3.65 9.16
H -0.33 -0.88 -6.45
H 1.92 1.56 0.16
H -0.66 -2.22 0.75
H -3.67 -0.66 -3.79
H -3.11 1.81 -7.70
H -0.33 3.86 5.68
H 1.03 0.28 2.68
H -0.38 -1.67 -0.94
H 1.84 2.92 5.57
H -1.26 0.29 -3.73
H -3.03 -0.45 -7.80
H -1.67 -1.21 5.52
H 5.99 -2.98 1.18
H -0.44 4.07 7.94
H -1.99 1.05 4.43
H 0.60 -1.41 2.77
H -2.97 0.77 5.84
H -0.69 -0.65 -8.15
H 6.34 -3.44 -1.20
H 0.22 1.16 0.08
H -0.84 0.70 -7.03
H -0.16 -0.33 5.34
H -3.85 2.97 -6.60
H -0.95 -0.43 6.92
H -2.16 4.33 7.61
H 3.92 -1.86 1.95
H -2.54 1.85 7.83
H -0.73 -1.28 -4.37
*
```

The calculation puts the HOMO energy at -8.11 eV. Its structure (SMILES) is C[Si](C)(C)c1cccc2nccnc12.CCN(CC)CC.CCN(CC)CC.

---

# 8
Below is a 12-piece molecular cluster, C7H35NO11 overall, with properties calculated with ωB97M-V/def2-TZVPD.

ORCA input file:
```
! wB97M-V def2-TZVPD RIJCOSX def2/J DEFGRID3
* xyz 0 1
O 2.42 0.32 1.50
O 3.17 2.39 -0.13
O 2.59 -3.52 -0.27
O -2.16 2.45 3.35
O 2.69 -2.36 2.19
O -0.31 4.38 -1.24
O 2.86 -1.20 -1.80
O 1.57 0.06 -3.63
O -3.39 3.10 0.63
O 0.16 -4.55 0.40
O 2.59 4.08 -1.46
N -0.40 1.82 -2.18
C -2.47 -0.32 -1.83
C -3.17 -2.24 2.88
C -1.75 -1.44 1.05
C -1.16 -0.20 -1.13
C -1.93 -2.33 1.99
C -0.80 -1.28 -0.13
C -0.30 0.84 -1.19
H -4.02 -2.17 2.20
H 3.95 2.58 0.41
H 1.81 -3.79 -0.79
H 3.05 3.75 -0.67
H -2.47 3.26 3.79
H 0.22 -1.15 0.27
H 3.15 0.00 2.03
H -3.11 -1.47 3.66
H -1.35 -3.21 2.25
H 0.49 0.99 -0.48
H 2.65 3.34 -2.08
H 2.70 -2.64 -0.70
H -2.82 2.82 -0.07
H -2.43 -0.58 0.97
H 2.45 -2.92 1.41
H -0.80 -2.20 -0.71
H 0.58 -3.84 0.89
H 2.93 -1.45 -2.72
H 0.62 4.68 -1.22
H -2.74 0.61 -2.30
H -0.78 -4.68 0.51
H -2.94 1.89 3.35
H 0.79 0.64 -3.50
H -3.38 -3.12 3.49
H -2.66 -1.17 -2.49
H -1.33 2.02 -2.52
H -3.02 3.86 1.10
H -3.23 -0.65 -1.07
H -0.44 4.11 -0.31
H 2.72 1.64 0.32
H 2.56 -0.29 -1.74
H 0.03 2.71 -1.92
H 1.82 -0.42 1.49
H 1.18 -0.62 -4.20
H 3.62 -2.53 2.33
*
```

The calculation puts the HOMO energy at -7.98 eV. Its structure (SMILES) is C/C=C/C/C(C)=C/N.O.O.O.O.O.O.O.O.O.O.O. The energy above the lowest of the compared OMol25 structures with the same formula, charge and spin is 32.5 kcal per mole.